{
  "formula": "C3H4AgO4",
  "method": "ωB97M-V/def2-TZVPD",
  "gap_ev": [8.7, 6.0],
  "molar_mass_g_mol": 211.9,
  "spin_multiplicity": 2,
  "charge": 0,
  "fmax_ha_per_bohr": 0.1190,
  "lumo_ev": [-0.574, -3.233],
  "de_lowest_kj_mol": 230.1,
  "symbols": ["O", "C", "C", "O", "O", "C", "H", "H", "H", "O", "H", "Ag"],
  "xyz": [[-2.26086, -0.56918, 0.06209], [-2.03872, 0.72403, -0.08392], [-0.83015, -1.25682, -0.03051], [-2.18852, 1.52704, 0.82477], [-0.98517, 0.87803, -0.90185], [-0.02020, -0.19600, -0.68278], [-0.93682, -2.15664, -0.64377], [-0.59240, -1.59423, 0.98659], [0.33241, -0.50142, -1.68035], [3.62688, 1.00088, 0.54808], [4.09218, 1.52102, 1.20118], [1.80137, 0.62329, 0.40046]],
  "forces_ev_per_a": [[0.8311, -2.7210, -0.2152], [3.0754, 0.4407, 5.2697], [-2.7112, 0.1806, 0.5303], [-1.8621, -0.2143, -2.3250], [2.8236, -0.1688, -1.8445], [-1.8381, 1.5456, -1.1211], [-0.1495, 0.2747, -0.0449], [-0.0472, 0.5005, -0.1492], [0.5976, 0.4600, 0.4815], [2.7976, 0.4993, 0.2165], [-0.1407, 0.0241, 0.1038], [-3.3766, -0.8216, -0.9020]],
  "mulliken_spin": [0.020, -0.003, -0.013, 0.007, 0.131, 0.403, 0.036, 0.020, 0.002, -0.049, 0.008, 0.439]
}